Below is a structure of composition C37H45N6O8P2Ti, with properties calculated with ωB97M-V/def2-TZVPD.

Last column: Löwdin charge in e.
Geometry (Å):
Ti1 -0.5333 -0.5579 0.4943  0.971
O1 2.1624 -2.6499 2.8762  -0.011
C1 1.6430 -1.7862 2.1436  -0.506
N1 0.5046 -2.0679 1.3433  -0.007
C2 0.2633 -3.4252 1.0991  -0.425
O2 1.0920 -4.2185 0.7220  0.114
C3 -1.1594 -3.8987 1.3030  -0.196
C4 -1.6392 -4.9115 0.4862  0.003
C5 -2.9555 -5.3123 0.6273  -0.044
C6 -3.7362 -4.7080 1.5973  -0.051
C7 -3.1585 -3.7375 2.3970  -0.126
N2 -1.8956 -3.3312 2.2630  0.119
C8 2.0139 -0.4108 2.1210  -0.256
C9 3.1019 0.0560 2.8968  -0.033
C10 3.4708 1.3659 2.8366  -0.091
C11 2.7458 2.2391 1.9856  -0.068
C12 1.7017 1.7273 1.2541  -0.157
N3 1.3159 0.4421 1.2843  -0.055
H1 -0.9818 -5.3263 -0.2643  0.127
H2 -3.3760 -6.0598 -0.0321  0.113
H3 -4.7805 -4.9577 1.7213  0.106
H4 -3.7462 -3.2420 3.1624  0.109
H5 3.6247 -0.6711 3.5041  0.112
H6 4.3123 1.7305 3.4128  0.094
H7 3.0005 3.2839 1.8833  0.094
H8 1.1610 2.3774 0.5837  0.079
O3 -2.9687 -2.9254 -1.6548  0.120
C13 -2.4921 -2.1028 -0.9171  -0.524
O4 -1.2059 -1.8533 -0.7991  -0.206
C14 -3.3019 -1.2235 0.0617  -0.572
O5 -4.4958 -1.3222 0.2085  0.102
O6 -2.5052 -0.4141 0.6891  -0.151
C15 3.0552 -0.7619 -0.8124  -0.203
P1 1.3580 -0.4441 -1.4034  1.056
C16 1.4942 1.2744 -2.0057  -0.437
N4 2.6459 1.6007 -2.6099  0.086
C17 2.7606 2.9216 -2.9850  -0.227
C18 3.9216 3.3489 -3.6415  -0.050
C19 4.0842 4.6684 -4.0249  -0.127
C20 3.0803 5.5984 -3.7551  -0.128
C21 1.9248 5.2005 -3.1081  -0.051
C22 1.7349 3.8675 -2.7136  -0.235
N5 0.5727 3.5098 -2.0756  0.085
C23 0.4828 2.2040 -1.7464  -0.492
P2 -1.0306 1.6511 -0.9497  1.038
C24 -1.4172 2.8161 0.4073  -0.226
C25 -2.4070 2.0152 -2.1816  -0.668
C26 -2.7246 3.5190 -2.1758  -0.104
C27 -3.6664 1.2325 -1.8186  -0.080
C28 -1.9619 1.6275 -3.5906  -0.090
C29 1.2634 -1.5661 -2.9021  -0.675
C30 2.4838 -1.4025 -3.8214  -0.101
C31 0.0143 -1.2274 -3.7115  -0.095
C32 1.2041 -3.0187 -2.4199  -0.088
H9 3.7399 -0.7348 -1.6561  0.036
H10 3.1034 -1.7278 -0.3086  0.054
H11 3.3539 0.0214 -0.1207  0.043
H12 4.6877 2.6069 -3.8337  0.099
H13 4.9902 4.9782 -4.5318  0.086
H14 3.2052 6.6334 -4.0504  0.087
H15 1.1311 5.9041 -2.8854  0.098
H16 -2.4754 2.7146 0.6495  0.053
H17 -1.1873 3.8411 0.1168  0.050
H18 -0.8739 2.5485 1.3097  0.021
H19 -3.1985 3.8336 -1.2459  0.071
H20 -3.4326 3.7188 -2.9865  0.081
H21 -1.8268 4.1141 -2.3398  0.064
H22 -3.9720 1.3731 -0.7808  0.084
H23 -3.5426 0.1646 -1.9984  0.075
H24 -4.4857 1.5715 -2.4607  0.092
H25 -1.0464 2.1427 -3.8845  0.080
H26 -2.7538 1.9103 -4.2906  0.087
H27 -1.8104 0.5531 -3.6815  0.051
H28 2.7100 -0.3566 -4.0252  0.062
H29 2.2676 -1.9097 -4.7673  0.081
H30 3.3727 -1.8723 -3.3986  0.071
H31 0.1040 -0.2352 -4.1578  0.073
H32 -0.8891 -1.2716 -3.1051  0.056
H33 -0.0914 -1.9553 -4.5215  0.090
H34 2.0689 -3.2857 -1.8101  0.075
H35 1.2030 -3.6710 -3.2997  0.088
H36 0.3032 -3.2191 -1.8454  0.058
O7 -2.4495 1.3885 3.4359  0.086
C33 -1.6995 0.4372 3.3666  -0.569
O8 -0.8608 0.1237 2.4516  -0.156
C34 -1.6152 -0.5151 4.5866  -0.141
N6 -0.5994 -1.5771 4.2750  0.089
C35 0.4503 -1.5834 5.3361  -0.099
C36 0.4243 -0.1385 5.8086  -0.141
C37 -1.0738 0.1746 5.8426  -0.115
H37 -2.5922 -0.9721 4.7277  0.157
H38 -0.1989 -1.2588 3.3713  0.105
H39 -1.0243 -2.4780 4.0383  0.142
H40 1.3808 -1.9290 4.8902  0.109
H41 0.1302 -2.2658 6.1243  0.130
H42 0.9399 0.4920 5.0791  0.119
H43 0.9113 -0.0124 6.7741  0.115
H44 -1.3077 1.2366 5.8189  0.121
H45 -1.5256 -0.2564 6.7389  0.115

Atoms 1-2, force components in eV/Å:
Ti 0.1 0.3 -0.2
O 0.0 0.1 0.1

Results
HOMO-LUMO gap (alpha / beta) in eV: 4.8373 / 7.6568
Spin multiplicity: 3
Energy relative to the best compared isomer or geometry (same formula, charge and spin) in eV: 1.471
M in g/mol: 811.6
Total charge: -1